One molecule with the formula C5H7N3. Source: the Open Molecules 2025 dataset; level of theory: ωB97M-V with the def2-TZVPD basis set.

Values from the calculation:
total energy: -9764.220 eV
spin multiplicity: 1
orbital gap: 9.01 eV

CARTESIAN COORDINATES (ANGSTROEM)
N1 0.591 -0.071 -0.530
N2 1.406 1.809 0.447
N3 -1.300 -1.534 -1.020
C1 -0.501 -1.130 1.426
C2 0.275 -0.074 1.901
C3 0.137 0.559 -1.932
C4 0.797 0.681 0.607
C5 -0.306 -1.085 -0.194
H1 -1.037 0.972 -2.060
H2 0.183 -0.439 -2.594
H3 0.784 1.632 -2.128
H4 -1.050 -1.841 2.177
H5 0.197 0.343 3.111
H6 -1.632 -2.281 -0.539
H7 1.456 2.458 1.328

Cartesian forces (eV/Å) of the 3 atoms listed first:
N -3.26 -0.63 -1.77
N -0.93 0.72 2.32
N 5.90 3.44 0.77


A 2-piece molecular cluster, BH4NO2 overall. Source: the Open Molecules 2025 dataset; level of theory: ωB97M-V with the def2-TZVPD basis set.

Values from the calculation:
total energy: -6325.767 eV
spin multiplicity: 1
orbital gap: 8.49 eV

CARTESIAN COORDINATES (ANGSTROEM)
O1 -0.912 -0.962 -0.957
O2 2.055 0.122 -0.841
N1 -0.832 0.628 0.968
B1 -0.423 -0.143 -0.076
H1 -0.348 -1.242 -1.678
H2 2.463 -0.352 -0.113
H3 -0.200 1.230 1.469
H4 -1.804 0.717 1.230

Cartesian forces (eV/Å) of the 3 atoms listed first:
O -0.53 -0.32 -0.03
O -2.86 -0.16 0.70
N 0.14 0.18 0.24


C22H11Cl4N5O7STb as an isolated structure. Source: the Open Molecules 2025 dataset; level of theory: ωB97M-V with the def2-TZVPD basis set.

Values from the calculation:
total energy: -128139.913 eV
charge: -1
spin multiplicity: 7
orbital gap (spin up / spin down): 4.48 / 4.48 eV

CARTESIAN COORDINATES (ANGSTROEM)
Tb1 -0.341 -0.201 0.624
Cl1 -0.115 -7.086 -0.512
Cl2 2.713 -3.053 -2.536
Cl3 -1.807 -5.048 1.317
Cl4 1.926 -5.988 -2.542
S1 -1.649 -0.353 3.140
O1 -0.838 0.274 -4.230
O2 1.520 0.413 1.828
O3 0.663 4.163 1.223
O4 -1.262 -0.417 -2.030
O5 -0.620 2.244 1.275
O6 1.217 -1.445 -0.591
O7 -0.951 -2.272 0.869
N1 6.026 0.619 3.153
N2 0.357 1.529 -1.103
N3 2.328 3.394 2.933
N4 3.382 -0.848 1.452
N5 -2.718 0.052 0.706
C1 -0.001 -5.387 -0.705
C2 1.236 3.556 -2.847
C3 1.248 3.705 -1.435
C4 2.991 2.403 2.881
C5 -5.031 0.458 0.336
C6 -0.398 -3.089 0.047
C7 0.664 2.741 -0.647
C8 0.692 2.383 -3.340
C9 -3.740 0.193 -0.152
C10 0.770 -2.643 -0.684
C11 -4.170 0.374 2.622
C12 -0.705 -4.479 0.109
C13 -2.915 0.006 2.042
C14 0.176 1.435 -2.413
C15 3.567 1.220 2.628
C16 0.187 3.052 0.717
C17 2.751 0.221 1.938
C18 -5.238 0.564 1.753
C19 4.909 0.914 3.005
C20 1.391 -3.585 -1.566
C21 -0.722 0.354 -2.870
C22 1.043 -4.907 -1.555
H1 -0.995 -0.605 -4.605
H2 -6.213 0.762 2.206
H3 1.567 4.353 -3.516
H4 1.536 4.598 -0.929
H5 -5.828 0.755 -0.359
H6 1.218 4.150 2.056
H7 4.402 -0.921 1.558
H8 -3.480 0.113 -1.214
H9 0.621 2.190 -4.422
H10 2.846 -1.280 0.680
H11 -4.210 0.419 3.709

Cartesian forces (eV/Å) of the 3 atoms listed first:
Tb 0.18 -0.45 0.70
Cl -0.49 -0.45 0.13
Cl 0.21 0.42 -0.13


An isolated ion of composition C8H17I2N3 and charge +2. Source: the Open Molecules 2025 dataset; level of theory: ωB97M-V with the def2-TZVPD basis set.

Values from the calculation:
total energy: -29224.597 eV
charge: +2
spin multiplicity: 1
orbital gap (spin up / spin down): 6.88 / 6.59 eV

CARTESIAN COORDINATES (ANGSTROEM)
I1 2.259 -0.991 -2.623
I2 3.641 1.648 0.779
N1 2.599 -0.595 2.461
N2 1.405 -1.066 0.326
N3 -0.765 0.925 -1.705
C1 0.020 -0.933 -0.153
C2 0.535 -1.799 2.533
C3 -1.948 0.199 -2.209
C4 3.451 0.417 2.434
C5 1.567 -1.079 1.703
C6 -0.992 2.383 -1.782
C7 -0.405 0.539 -0.317
C8 2.358 -1.317 -0.574
H1 -0.095 2.931 -1.500
H2 -2.190 0.537 -3.215
H3 -2.805 0.393 -1.566
H4 0.411 1.187 0.016
H5 -1.274 0.753 0.310
H6 0.126 -2.668 2.024
H7 4.116 0.572 3.264
H8 -1.805 2.668 -1.115
H9 0.983 -2.171 3.453
H10 -1.266 2.666 -2.797
H11 -0.641 -1.423 0.558
H12 2.576 -1.036 3.386
H13 -0.052 -1.473 -1.099
H14 -1.775 -0.872 -2.251
H15 0.033 0.694 -2.319
H16 3.347 -1.545 -0.202
H17 -0.283 -1.142 2.832

Cartesian forces (eV/Å) of the 3 atoms listed first:
I -0.01 -0.02 0.42
I -0.07 -0.45 0.62
N 0.49 0.67 0.30


C6H9NSW as an isolated structure. Source: the Open Molecules 2025 dataset; level of theory: ωB97M-V with the def2-TZVPD basis set.

Values from the calculation:
total energy: -20495.804 eV
charge: +2
spin multiplicity: 3
orbital gap (spin up / spin down): 7.13 / 6.98 eV

CARTESIAN COORDINATES (ANGSTROEM)
W1 0.024 -0.866 -1.318
S1 1.854 -1.067 -0.093
N1 -0.337 0.380 0.247
C1 -1.067 1.798 2.041
C2 -1.323 1.137 0.833
C3 0.906 0.173 0.917
C4 1.166 0.872 2.070
C5 0.182 1.695 2.658
C6 -0.391 -2.367 -2.650
H1 -1.057 -1.982 -3.433
H2 0.688 0.154 -2.565
H3 -2.272 1.164 0.285
H4 1.381 -0.587 -2.333
H5 -1.869 2.405 2.468
H6 -0.928 -3.135 -2.079
H7 2.165 0.760 2.491
H8 0.507 -2.782 -3.119
H9 0.370 2.249 3.581

Cartesian forces (eV/Å) of the 3 atoms listed first:
W 1.12 -0.94 -1.61
S 0.30 0.60 1.73
N -0.59 0.49 2.78


A 7-piece molecular cluster, C30H71N3O7 overall. Source: the Open Molecules 2025 dataset; level of theory: ωB97M-V with the def2-TZVPD basis set.

Values from the calculation:
total energy: -51060.700 eV
spin multiplicity: 1
orbital gap: 8.92 eV

CARTESIAN COORDINATES (ANGSTROEM)
O1 6.312 -2.548 0.501
O2 2.691 -1.476 3.641
O3 1.921 -1.366 0.953
O4 1.336 -3.954 -0.168
O5 0.197 4.292 -3.627
O6 -0.527 -3.680 -2.902
O7 -0.428 0.093 3.626
N1 -1.892 -3.433 -3.227
N2 -0.419 1.353 4.270
N3 1.276 3.574 -3.039
C1 3.473 3.435 -1.195
C2 0.957 -0.384 0.608
C3 1.057 0.480 5.947
C4 0.983 3.353 -1.618
C5 5.231 -3.290 -0.029
C6 -4.085 -2.785 -2.440
C7 2.594 5.741 -3.218
C8 -2.247 -5.925 -3.474
C9 -2.373 -4.503 -4.093
C10 -4.659 -3.968 -3.199
C11 3.688 3.536 -2.689
C12 -2.051 -1.697 -1.545
C13 -1.206 3.600 5.801
C14 2.737 3.938 -4.938
C15 -0.204 2.598 6.358
C16 0.593 4.630 -0.847
C17 -2.582 -4.013 -0.839
C18 -1.559 -4.483 -5.390
C19 -1.423 0.411 6.374
C20 -1.357 2.271 3.638
C21 -0.980 2.398 2.161
C22 -0.264 1.200 5.736
C23 2.175 2.695 -0.949
C24 -2.823 1.850 3.747
C25 2.538 4.205 -3.435
C26 -3.828 -4.174 -4.451
C27 -2.630 -3.028 -2.029
C28 -0.214 2.401 -1.531
C29 0.863 -4.867 0.813
C30 -1.156 3.641 4.282
H1 4.361 -2.674 -0.279
H2 -1.629 -5.943 -2.580
H3 -1.250 1.498 1.609
H4 -0.086 -2.889 -3.227
H5 1.653 6.213 -3.486
H6 0.977 -0.550 5.591
H7 -3.267 -3.666 -0.064
H8 2.043 -0.932 4.097
H9 -1.551 3.216 1.707
H10 1.296 0.373 7.006
H11 -4.631 -4.862 -2.564
H12 -0.278 5.087 -1.321
H13 3.433 6.157 -3.776
H14 -0.949 4.590 6.183
H15 -2.019 -5.164 -6.106
H16 -0.971 -1.775 -1.406
H17 -2.176 -0.945 -2.331
H18 0.811 2.989 6.255
H19 1.805 -4.406 -0.873
H20 0.279 4.343 0.160
H21 2.801 5.975 -2.173
H22 -1.075 -0.095 7.276
H23 2.319 -1.571 2.749
H24 1.681 -2.180 0.489
H25 4.323 2.907 -0.752
H26 4.860 -3.993 0.734
H27 -0.048 1.529 -2.167
H28 -0.249 3.639 -4.174
H29 3.480 4.405 -0.688
H30 -2.905 -5.013 -1.123
H31 -3.796 -3.205 -4.965
H32 0.474 -4.273 1.637
H33 -0.539 -4.835 -5.230
H34 0.946 -0.243 -0.474
H35 2.868 2.870 -5.117
H36 -4.684 -2.558 -1.556
H37 1.977 2.590 0.119
H38 -0.330 2.054 -0.503
H39 0.096 -5.531 0.412
H40 -0.213 4.093 3.964
H41 -3.226 -6.335 -3.217
H42 -4.206 -4.916 -5.151
H43 5.958 -1.983 1.194
H44 4.606 4.070 -2.948
H45 3.812 2.516 -3.069
H46 -0.027 -0.617 1.031
H47 -1.523 -3.468 -5.791
H48 1.384 5.368 -0.806
H49 1.185 0.568 1.089
H50 -1.120 2.914 -1.852
H51 2.314 1.680 -1.341
H52 -1.821 -0.350 5.701
H53 -4.108 -1.893 -3.074
H54 1.676 -5.467 1.237
H55 -1.798 -6.614 -4.191
H56 -2.516 -1.378 -0.615
H57 1.864 4.266 -5.506
H58 5.549 -3.897 -0.871
H59 0.078 2.631 2.056
H60 -3.491 2.580 3.289
H61 -1.959 4.298 3.933
H62 -3.001 0.894 3.240
H63 -2.223 3.378 6.133
H64 -1.291 -0.313 3.794
H65 -0.421 2.461 7.422
H66 -5.728 -3.859 -3.408
H67 -2.250 1.060 6.661
H68 -1.580 -4.089 -0.417
H69 1.843 0.965 5.372
H70 -3.131 1.697 4.780
H71 3.597 4.490 -5.316

Cartesian forces (eV/Å) of the 3 atoms listed first:
O 0.05 0.10 -0.35
O -0.04 -0.11 0.13
O -0.05 0.13 0.02


C39H45AsNO2Si2Tc as an isolated structure. Source: the Open Molecules 2025 dataset; level of theory: ωB97M-V with the def2-TZVPD basis set.

Values from the calculation:
total energy: -125548.277 eV
charge: +1
spin multiplicity: 2
orbital gap (spin up / spin down): 7.20 / 7.18 eV

CARTESIAN COORDINATES (ANGSTROEM)
Tc1 0.518 -0.224 -0.090
As1 0.990 -0.127 2.209
Si1 3.133 -0.942 2.765
Si2 -0.630 -0.740 3.793
O1 0.065 -1.947 -0.580
O2 1.145 1.392 -0.700
N1 -1.457 0.387 -0.013
C1 -2.997 2.172 -0.410
C2 -0.942 -6.752 -0.992
C3 -1.386 -1.824 -2.499
C4 -1.865 -0.567 -4.953
C5 -0.593 -0.569 -4.406
C6 1.608 3.665 -0.112
C7 4.120 -0.926 1.183
C8 -1.086 -2.546 3.718
C9 -2.661 -1.823 -3.062
C10 3.805 0.202 4.060
C11 -0.637 2.727 0.125
C12 -4.041 1.282 -0.549
C13 -1.086 -3.966 -1.127
C14 -1.667 -6.136 -2.000
C15 -2.900 -1.202 -4.278
C16 1.415 3.732 -2.953
C17 -1.735 -4.751 -2.072
C18 3.347 5.425 1.177
C19 -1.718 1.713 -0.139
C20 -0.356 -4.591 -0.118
C21 -0.855 2.924 -4.312
C22 2.160 5.894 0.627
C23 -0.281 -5.974 -0.052
C24 0.133 3.625 -4.986
C25 1.276 4.014 -4.303
C26 0.138 -0.329 5.439
C27 2.903 -2.679 3.400
C28 -2.206 -1.971 -0.091
C29 -2.112 0.363 3.509
C30 -0.711 2.637 -2.962
C31 0.616 2.713 -0.782
C32 3.666 4.082 1.069
C33 -1.154 -2.441 -1.126
C34 1.299 5.020 -0.015
C35 2.798 3.203 0.430
C36 -0.356 -1.194 -3.187
C37 -3.767 -0.067 -0.430
C38 -2.477 -0.496 -0.179
C39 0.412 3.060 -2.255
H1 -5.046 1.630 -0.745
H2 -0.609 -0.433 6.230
H3 4.020 6.107 1.679
H4 2.399 -2.687 4.368
H5 0.223 -0.081 -4.922
H6 -0.267 2.556 1.140
H7 3.865 -1.794 0.570
H8 -1.927 1.345 3.951
H9 -1.739 2.588 -4.838
H10 -2.332 0.512 2.451
H11 -3.003 -0.058 3.981
H12 4.595 3.711 1.482
H13 2.313 4.044 -2.438
H14 0.393 5.406 -0.469
H15 -2.046 -2.696 4.219
H16 -3.898 -1.209 -4.696
H17 0.495 0.703 5.446
H18 0.302 -6.443 0.730
H19 3.056 2.158 0.344
H20 0.165 -3.990 0.617
H21 3.799 1.239 3.718
H22 -0.340 -3.154 4.233
H23 -3.135 -2.532 -0.174
H24 5.192 -0.964 1.386
H25 -1.172 -2.932 2.702
H26 -2.179 -6.734 -2.742
H27 1.907 6.943 0.696
H28 -2.283 -4.298 -2.887
H29 3.929 -0.025 0.594
H30 0.015 3.864 -6.035
H31 -1.494 2.069 -2.480
H32 -1.082 3.719 0.101
H33 3.218 0.148 4.978
H34 4.836 -0.073 4.301
H35 2.294 -3.252 2.698
H36 -2.051 -0.081 -5.902
H37 -1.768 -2.192 0.884
H38 0.977 -0.982 5.687
H39 3.860 -3.195 3.518
H40 -4.549 -0.805 -0.530
H41 -0.889 -7.831 -0.940
H42 -3.483 -2.309 -2.549
H43 -3.157 3.236 -0.505
H44 2.066 4.542 -4.822
H45 0.656 -1.217 -2.802

Cartesian forces (eV/Å) of the 3 atoms listed first:
Tc 0.03 -0.10 0.79
As -0.19 0.21 0.07
Si -0.16 -0.21 -0.13


It is found that the relative energy (zero: lowest compared OMol25 entry of this formula, charge and spin) values, taken in the order of the records, are 5.168; 4.255; 2.772; 0.000; 0.189; 0.000; 0.000 eV.
It is found that the F_max values, taken in the order of the records, are 6.9; 3.0; 5.9; 1.6; 2.9; 1.3; 0.8 eV/A.